Record 1
Formula: C41H42N3O6PPbS3
Source: OMol25
Level of theory: wB97M-V/def2-TZVPD

Output
Relative energy (zero: lowest compared OMol25 entry of this formula, charge and spin), kJ/mol: 354.8
Electronic energy, eV: -106992.573
HOMO energy (alpha / beta), eV: -7.65 / -7.65
Orbital gap (alpha / beta), eV: 3.8 / 3.8
LUMO level (alpha / beta), eV: -3.84 / -3.85

```
! RIJCOSX wB97M-V def2-TZVPD def2/J DEFGRID3
* xyz 0 1
Pb 0.25 -0.34 -0.02
C 4.85 3.26 -0.63
C 5.03 2.34 -1.90
C 4.11 2.50 -2.92
C 4.38 1.93 -4.19
C 5.39 1.00 -4.32
C 6.24 0.72 -3.28
C 6.04 1.33 -2.06
H 4.37 4.16 -0.94
H 5.80 3.53 -0.10
H 4.28 2.69 0.10
H 3.27 3.22 -3.00
H 3.83 2.27 -5.08
H 5.50 0.61 -5.28
H 6.93 -0.18 -3.32
H 6.60 1.03 -1.20
C -0.43 0.24 4.93
C 0.05 0.42 3.48
O -0.26 -0.38 2.59
C 1.00 1.44 3.43
C 2.06 1.60 2.53
C 3.13 2.58 2.80
N 2.12 0.75 1.47
N 3.31 0.61 0.93
C 3.53 -0.69 0.53
O 2.57 -1.51 0.21
C 4.90 -1.26 0.62
C 6.01 -0.51 1.04
C 7.23 -1.13 1.29
C 7.36 -2.50 0.98
C 6.34 -3.18 0.38
C 5.09 -2.64 0.25
H -1.03 -0.63 5.05
H -1.00 1.16 5.17
H 0.51 0.16 5.57
H 1.01 2.07 4.37
H 2.70 3.36 3.38
H 3.57 2.97 1.91
H 3.88 2.08 3.45
H 5.78 0.53 1.31
H 8.03 -0.55 1.73
H 8.32 -3.01 1.21
H 6.59 -4.12 -0.10
H 4.20 -3.19 0.01
S 0.32 3.29 -1.11
P -1.24 2.65 -2.10
S -1.46 0.75 -2.73
C -1.43 3.64 -3.59
C -1.05 3.18 -4.88
C -0.91 4.10 -5.92
C -1.00 5.47 -5.76
C -1.28 5.88 -4.48
C -1.50 5.02 -3.41
C -2.64 3.04 -1.03
C -2.67 4.01 -0.04
C -3.84 4.23 0.67
C -4.99 3.47 0.50
C -4.97 2.60 -0.60
C -3.81 2.25 -1.25
H -1.13 2.15 -5.11
H -0.97 3.70 -6.92
H -0.87 6.20 -6.55
H -1.43 6.94 -4.29
H -1.57 5.48 -2.39
H -1.73 4.54 0.12
H -3.96 4.97 1.50
H -5.84 3.60 1.09
H -5.92 2.09 -0.80
H -3.66 1.37 -1.88
C -7.58 -4.95 -0.49
C -6.84 -4.63 0.66
C -6.21 -3.36 0.83
C -5.19 -3.17 1.77
C -4.88 -4.27 2.62
C -5.41 -5.56 2.49
C -6.40 -5.69 1.50
S -3.49 -3.95 3.68
O -3.16 -5.20 4.34
O -3.69 -2.68 4.32
N -2.37 -3.63 2.58
C -1.37 -4.56 2.05
C -1.28 -4.39 0.53
C -0.91 -2.96 0.17
O -1.82 -2.04 0.33
O 0.23 -2.81 -0.33
H -7.91 -6.05 -0.54
H -6.95 -4.82 -1.38
H -8.50 -4.34 -0.68
H -6.54 -2.53 0.29
H -4.64 -2.23 1.86
H -5.08 -6.35 3.09
H -6.87 -6.67 1.37
H -2.38 -2.74 2.20
H -1.66 -5.61 2.36
H -0.43 -4.29 2.52
H -2.14 -4.77 0.06
H -0.42 -5.05 0.31
*
```

***

Record 2
Formula: CH3NO2S2
Source: OMol25
Level of theory: wB97M-V/def2-TZVPD

Output
Relative energy (zero: lowest compared OMol25 entry of this formula, charge and spin), kJ/mol: 472.3
Electronic energy, eV: -28335.527
HOMO energy, eV: -8.51
Orbital gap, eV: 8.5
LUMO level, eV: -0.03

```
! RIJCOSX wB97M-V def2-TZVPD def2/J DEFGRID3
* xyz 0 1
C 0.74 0.15 -1.08
N -0.97 0.29 1.64
O -0.36 -0.22 2.84
O -1.71 -0.46 1.09
S -0.59 -0.48 -1.88
S 2.11 0.84 -1.85
H 0.17 0.59 3.24
H -1.49 -0.96 -0.84
H 2.10 0.26 -3.17
*
```

***

Record 3
Formula: C9H5IrN2O2S5
Source: OMol25
Level of theory: wB97M-V/def2-TZVPD

Output
Relative energy (zero: lowest compared OMol25 entry of this formula, charge and spin), kJ/mol: 0.0
Electronic energy, eV: -73501.229
HOMO energy, eV: -7.90
Orbital gap, eV: 7.0
LUMO level, eV: -0.92

```
! RIJCOSX wB97M-V def2-TZVPD def2/J DEFGRID3
* xyz 0 1
Ir -0.09 -0.09 -0.02
O -0.54 -1.83 -0.93
N 0.39 -2.41 -1.62
N 1.47 -1.78 -1.61
O 1.59 -0.63 -0.95
C 2.63 -2.27 -2.32
C 3.79 -1.51 -2.27
C 4.91 -1.97 -2.94
C 4.86 -3.16 -3.65
C 3.68 -3.90 -3.69
C 2.55 -3.46 -3.02
H 3.81 -0.59 -1.71
H 5.82 -1.39 -2.91
H 5.73 -3.51 -4.18
H 3.64 -4.83 -4.24
H 1.63 -4.02 -3.04
S -2.71 5.24 4.17
C -2.13 4.04 3.23
S -2.22 4.06 1.49
C -1.43 2.53 1.23
C -1.05 1.86 2.33
S -0.27 0.34 2.12
S -1.38 2.61 3.87
S -1.13 1.82 -0.30
*
```

***

Record 4
Formula: C18H21BCl3NO5
Source: OMol25
Level of theory: wB97M-V/def2-TZVPD

Output
Relative energy (zero: lowest compared OMol25 entry of this formula, charge and spin), kJ/mol: 0.0
Electronic energy, eV: -68980.456
HOMO energy, eV: -8.24
Orbital gap, eV: 5.6
LUMO level, eV: -2.69

```
! RIJCOSX wB97M-V def2-TZVPD def2/J DEFGRID3
* xyz 0 1
Cl 2.64 0.66 -2.69
B 2.43 1.47 -0.98
Cl 4.06 1.30 -0.06
Cl 2.03 3.33 -1.13
O 1.33 0.91 -0.43
C 1.06 0.52 0.89
C 1.99 -0.55 1.40
C 2.54 -0.28 2.65
C 3.48 -1.15 3.18
C 3.80 -2.31 2.46
C 3.24 -2.57 1.20
C 2.32 -1.68 0.67
H 1.11 1.37 1.60
H 2.19 0.62 3.15
H 3.95 -0.91 4.13
H 4.53 -3.02 2.85
H 3.54 -3.46 0.64
H 1.84 -1.82 -0.31
H 0.13 0.07 0.79
C -2.18 0.56 -0.14
H -1.53 0.15 -0.90
C -2.51 -0.25 0.96
C -2.32 -1.75 1.03
O -2.91 -2.50 1.77
O -1.42 -2.18 0.12
C -1.35 -3.63 0.10
C -0.40 -3.99 -1.01
C -3.29 0.31 1.96
N -3.48 1.66 1.96
C -2.81 2.50 1.12
C -2.04 1.93 0.11
C -1.56 2.90 -0.94
O -1.81 4.10 -0.88
O -0.99 2.29 -2.00
C -0.68 3.26 -3.04
C -0.26 2.47 -4.25
H -0.99 -3.97 1.07
H -2.35 -4.03 -0.08
H -0.39 -5.07 -1.15
H -0.69 -3.53 -1.96
H 0.62 -3.68 -0.76
H -3.85 -0.27 2.69
H -4.13 2.08 2.62
H -3.06 3.56 1.14
H -1.56 3.89 -3.24
H 0.15 3.86 -2.67
H -0.01 3.15 -5.07
H 0.63 1.88 -4.00
H -1.06 1.82 -4.58
*
```

***

Record 5
Formula: C22H27BNO
Source: OMol25
Level of theory: wB97M-V/def2-TZVPD

Output
Relative energy (zero: lowest compared OMol25 entry of this formula, charge and spin), kJ/mol: 0.0
Electronic energy, eV: -27458.611
HOMO energy, eV: -11.73
Orbital gap, eV: 6.5
LUMO level, eV: -5.21

```
! RIJCOSX wB97M-V def2-TZVPD def2/J DEFGRID3
* xyz 1 1
C -4.70 -3.42 -1.04
C -3.24 -3.67 -1.30
N -2.37 -2.64 -1.17
B -2.84 -1.16 -0.71
H -1.89 -0.30 -0.42
C -1.07 -2.86 -1.47
C -0.11 -1.73 -1.39
C -0.61 -4.12 -1.83
C -1.48 -5.20 -1.93
C -2.83 -4.94 -1.66
H -5.23 -4.38 -1.16
H -4.89 -3.05 -0.03
H -5.12 -2.71 -1.76
H -3.50 -0.70 -1.61
H -3.51 -1.28 0.28
H 0.88 -2.08 -1.69
H -0.40 -0.91 -2.07
H -0.03 -1.32 -0.38
H 0.46 -4.20 -2.04
H -1.13 -6.18 -2.22
H -3.59 -5.72 -1.73
C 5.96 -1.13 0.02
O 5.06 -0.79 -1.05
C 3.92 -0.12 -0.76
C 3.05 0.17 -1.84
C 1.81 0.69 -1.61
C 1.35 1.00 -0.28
C 0.05 1.56 -0.07
C -0.16 2.67 0.79
C -1.44 3.30 0.89
C -1.69 4.27 1.84
C -0.70 4.67 2.75
C -1.02 5.58 3.90
C 0.61 4.20 2.56
C 0.89 3.28 1.56
C 2.27 0.75 0.79
C 3.53 0.25 0.56
H 6.69 -1.77 -0.48
H 6.46 -0.23 0.42
H 5.46 -1.67 0.83
H 3.39 -0.08 -2.84
H 1.14 0.91 -2.44
H -0.75 1.28 -0.75
H -2.22 2.97 0.20
H -2.68 4.74 1.91
H -0.15 5.67 4.55
H -1.32 6.58 3.56
H -1.85 5.18 4.50
H 1.39 4.56 3.23
H 1.93 3.02 1.37
H 1.97 0.96 1.82
H 4.24 0.11 1.38
*
```

***

Record 6
Formula: C35H35BCoN9OSbSe4Te
Source: OMol25
Level of theory: wB97M-V/def2-TZVPD

Output
Electronic energy, eV: -365840.587
Expectation value of S²: 3.885
HOMO energy (alpha / beta), eV: -0.73 / -0.73
Orbital gap (alpha / beta), eV: 4.2 / 3.9
LUMO level (alpha / beta), eV: 3.46 / 3.15

```
! RIJCOSX wB97M-V def2-TZVPD def2/J DEFGRID3
* xyz -2 4
Co 1.50 1.30 -0.15
C 5.00 3.34 -0.69
C 3.73 3.18 -0.12
N 3.14 2.13 -0.64
N 4.05 1.52 -1.48
C 5.19 2.17 -1.51
B 3.46 0.25 -2.20
N 2.11 0.56 -2.89
C 1.95 0.83 -4.23
C 0.97 1.82 -4.30
C 0.56 2.10 -2.98
N 1.14 1.24 -2.11
N 3.07 -0.75 -1.09
C 3.80 -1.81 -0.66
C 3.25 -2.23 0.60
C 2.29 -1.25 0.93
N 2.15 -0.38 -0.11
N 4.52 -0.31 -3.10
C 5.26 0.31 -4.04
C 5.76 -0.67 -4.96
C 5.18 -1.86 -4.54
N 4.40 -1.65 -3.41
H 5.74 4.14 -0.64
H 3.25 3.66 0.69
H 6.07 1.70 -1.97
H 2.43 0.25 -5.01
H 0.62 2.31 -5.18
H -0.12 2.81 -2.55
H 4.62 -2.14 -1.29
H 3.51 -3.15 1.09
H 1.73 -1.10 1.84
H 5.40 1.39 -4.03
H 6.50 -0.54 -5.71
H 5.21 -2.88 -4.87
Se -1.12 8.02 -0.23
Sb -2.28 5.80 -0.44
Se -0.16 5.17 -0.65
Se -3.62 4.12 0.89
Se -3.63 5.69 -2.53
C -7.43 -1.40 -0.83
C -6.12 -0.88 -0.36
C -5.78 -0.78 0.98
C -4.47 -0.60 1.44
C -4.16 -0.44 2.93
C -3.45 -0.56 0.45
Te -1.40 -0.55 1.05
N 1.07 1.73 1.54
C 1.50 2.17 2.74
O 2.39 3.03 2.94
C 0.70 1.71 3.93
C 1.35 1.32 5.12
C 0.59 0.83 6.17
C -0.80 0.90 6.15
C -1.45 1.41 4.99
C -0.70 1.81 3.88
C -1.07 -2.73 1.02
C -0.87 -3.27 2.28
C -0.29 -4.52 2.52
C -0.09 -5.35 1.43
C -0.59 -4.91 0.20
C -0.89 -3.58 -0.09
C -1.00 -3.09 -1.51
C -3.81 -0.21 -0.88
C -2.84 0.57 -1.77
C -5.15 -0.45 -1.28
H -8.24 -1.23 -0.09
H -7.42 -2.50 -1.03
H -7.72 -0.99 -1.82
H -6.56 -0.90 1.74
H -3.13 -0.14 3.11
H -4.39 -1.38 3.46
H -4.82 0.36 3.33
H 2.45 1.31 5.10
H 1.09 0.42 7.01
H -1.41 0.50 6.94
H -2.53 1.48 4.96
H -1.19 2.13 2.96
H -1.14 -2.63 3.14
H -0.04 -4.88 3.53
H 0.30 -6.34 1.54
H -0.68 -5.59 -0.68
H -0.48 -3.79 -2.21
H -0.51 -2.12 -1.62
H -2.04 -2.94 -1.82
H -1.95 0.00 -2.00
H -2.61 1.53 -1.26
H -3.41 0.83 -2.70
H -5.47 -0.37 -2.33
*
```

***

Record 7
Formula: C54H68N2NiO2P2Si
Source: OMol25
Level of theory: wB97M-V/def2-TZVPD

Output
Electronic energy, eV: -131677.445
Expectation value of S²: 2.013
HOMO energy (alpha / beta), eV: -6.25 / -6.96
Orbital gap (alpha / beta), eV: 6.2 / 6.9
LUMO level (alpha / beta), eV: -0.10 / -0.10

```
! RIJCOSX wB97M-V def2-TZVPD def2/J DEFGRID3
* xyz 0 3
Ni -0.05 0.72 0.71
C -0.18 -2.67 2.58
Si 0.51 -1.54 1.21
C 2.36 -1.50 1.67
C 2.95 -2.44 2.52
C 4.20 -2.25 3.07
C 4.90 -1.09 2.80
C 4.36 -0.15 1.93
C 3.11 -0.36 1.34
P 2.40 0.72 0.04
C 2.93 -0.32 -1.40
C 4.40 -0.75 -1.54
C 4.45 -2.02 -2.40
C 3.43 -1.99 -3.55
C 3.07 -0.56 -3.92
C 2.36 0.12 -2.75
C 3.36 2.30 0.25
C 4.76 2.42 -0.39
C 4.73 2.87 -1.85
C 3.96 4.17 -2.02
C 2.53 3.98 -1.50
C 2.53 3.56 -0.04
C 0.32 -2.45 -0.45
C 1.06 -3.60 -0.77
C 0.92 -4.24 -1.99
C 0.03 -3.75 -2.93
C -0.71 -2.62 -2.64
C -0.57 -1.95 -1.42
P -1.54 -0.45 -1.00
C -2.19 0.16 -2.64
C -1.11 0.86 -3.47
C -1.70 1.75 -4.58
C -3.07 1.24 -5.01
C -4.05 1.39 -3.85
C -3.41 1.07 -2.48
C -3.09 -1.11 -0.22
C -3.99 -2.00 -1.12
C -3.85 -3.48 -0.76
C -4.37 -3.74 0.66
C -3.99 -2.59 1.61
C -2.77 -1.84 1.09
H -0.05 -3.73 2.33
H -1.24 -2.51 2.79
H 0.36 -2.48 3.51
H 2.39 -3.33 2.79
H 4.62 -3.00 3.74
H 5.87 -0.91 3.25
H 4.93 0.75 1.72
H 2.39 -1.24 -1.12
H 4.85 -0.95 -0.57
H 4.98 0.04 -2.01
H 4.26 -2.89 -1.77
H 5.46 -2.15 -2.80
H 2.51 -2.51 -3.24
H 3.81 -2.54 -4.41
H 2.44 -0.52 -4.81
H 3.99 -0.01 -4.18
H 1.31 -0.16 -2.76
H 2.39 1.21 -2.87
H 3.48 2.27 1.34
H 5.31 1.48 -0.31
H 5.32 3.16 0.19
H 4.27 2.11 -2.47
H 5.76 2.98 -2.21
H 3.95 4.48 -3.06
H 4.45 4.97 -1.45
H 2.05 3.22 -2.12
H 1.95 4.90 -1.63
H 1.52 3.42 0.34
H 2.96 4.38 0.55
H 1.76 -3.99 -0.04
H 1.51 -5.13 -2.21
H -0.09 -4.25 -3.88
H -1.41 -2.26 -3.39
H -2.53 -0.71 -3.20
H -0.47 0.10 -3.93
H -0.47 1.46 -2.82
H -1.01 1.80 -5.43
H -1.81 2.78 -4.23
H -2.98 0.19 -5.30
H -3.44 1.77 -5.89
H -4.93 0.76 -4.01
H -4.42 2.42 -3.83
H -4.16 0.62 -1.84
H -3.11 1.99 -1.98
H -3.65 -0.21 0.05
H -3.78 -1.86 -2.18
H -5.03 -1.70 -0.98
H -2.80 -3.78 -0.84
H -4.40 -4.10 -1.48
H -3.96 -4.68 1.03
H -5.46 -3.86 0.63
H -3.80 -2.97 2.61
H -4.82 -1.88 1.70
H -1.96 -2.57 0.92
H -2.40 -1.13 1.82
C -0.95 3.97 -1.12
O -1.22 3.01 -0.11
C -2.50 2.97 0.39
C -3.53 3.76 -0.08
C -4.80 3.64 0.47
C -5.03 2.75 1.51
C -3.98 1.99 2.01
C -2.71 2.09 1.46
N -1.59 1.38 1.95
N -1.73 0.99 3.15
C -0.67 0.51 3.83
C 0.68 0.86 3.49
O 1.02 1.43 2.41
C 1.69 0.58 4.49
C 1.41 -0.07 5.63
C 0.08 -0.49 5.96
C -0.20 -1.20 7.14
C -1.48 -1.60 7.44
C -2.52 -1.29 6.55
C -2.27 -0.60 5.39
C -0.96 -0.18 5.07
H -1.04 4.98 -0.72
H -1.61 3.84 -1.97
H 0.07 3.79 -1.43
H -3.36 4.48 -0.88
H -5.60 4.26 0.09
H -6.02 2.66 1.94
H -4.13 1.32 2.84
H 2.70 0.88 4.23
H 2.20 -0.30 6.34
H 0.62 -1.43 7.81
H -1.68 -2.15 8.35
H -3.53 -1.60 6.78
H -3.07 -0.39 4.70
*
```

***

Record 8
Formula: C6H4CeCl2N2O3Y
Source: OMol25
Level of theory: wB97M-V/def2-TZVPD

Output
Electronic energy, eV: -54382.064
Expectation value of S²: 0.751
HOMO energy (alpha / beta), eV: -22.17 / -22.19
Orbital gap (alpha / beta), eV: 6.1 / 6.2
LUMO level (alpha / beta), eV: -16.03 / -16.03

```
! RIJCOSX wB97M-V def2-TZVPD def2/J DEFGRID3
* xyz 4 2
Y -5.83 0.11 0.23
Ce -1.65 -0.25 1.16
Cl -4.30 -1.32 1.79
Cl -3.52 1.38 -0.20
C 0.29 -0.78 -0.23
C -7.93 -0.55 1.10
C -7.65 -0.04 -1.34
O 1.41 -0.69 -0.57
O -9.00 -0.84 1.43
O -8.60 -0.06 -2.03
N 1.40 1.74 2.20
C 2.14 1.46 3.29
C 1.74 0.23 3.77
C 0.78 -0.26 2.86
N 0.44 0.75 1.98
H 1.64 2.38 1.44
H 2.86 2.20 3.66
H 2.05 -0.27 4.68
H 0.43 -1.30 2.68
*
```